Molecular formula: C20H32N4O2PdSeSi
Method: DFT, ωB97M-V with the def2-TZVPD basis set

```
! wB97M-V def2-TZVPD RIJCOSX def2/J DEFGRID3
* xyz 0 1
Pd 0.51046 -0.50170 -0.24842
C 3.72692 -4.56845 -0.91747
O 3.53361 -3.28931 -0.31752
C 2.49895 -2.53137 -0.65266
O 2.40973 -1.42427 -0.14131
N 1.62307 -3.02150 -1.57170
N 0.46907 -2.25800 -1.80365
H 4.68204 -4.92088 -0.53898
H 3.77054 -4.49008 -2.00475
H 2.94420 -5.26506 -0.60683
H 1.53560 -4.02475 -1.65339
H -0.32931 -2.55703 -1.20645
H 0.24087 -2.22451 -2.78750
C -1.35933 2.19011 -1.34392
C -2.10963 1.09198 -0.66252
C -3.45520 1.21478 -0.39721
C -4.12636 0.15122 0.21360
C -3.46654 -1.01067 0.49457
C -2.08432 -1.13454 0.18725
N -1.44666 -0.03546 -0.35974
N -1.32989 -2.20499 0.36423
Si -1.63243 -3.63614 1.24916
C -1.98598 -3.31367 3.06926
C -3.04554 -4.67965 0.53921
C -0.04792 -4.66319 1.12087
H -2.01883 2.72384 -2.02746
H -0.50730 1.79291 -1.89913
H -0.97432 2.90289 -0.62115
H -3.96889 2.12443 -0.66902
H -5.18092 0.24071 0.44239
H -3.97563 -1.85442 0.93768
H -2.85499 -2.66865 3.20076
H -1.13893 -2.82606 3.55168
H -2.18253 -4.24844 3.59741
H -4.01068 -4.38046 0.94799
H -2.91288 -5.73783 0.76881
H -3.10455 -4.57767 -0.54562
H 0.83092 -4.03345 1.27871
H 0.03624 -5.15024 0.14552
H -0.03059 -5.45087 1.87410
C 1.70083 6.90223 -1.14919
C 1.56884 5.51295 -0.59330
C 2.19884 4.43262 -1.19106
C 2.10041 3.14015 -0.68042
C 2.83227 2.02935 -1.37777
C 1.32792 2.92025 0.45925
Se 1.19214 1.19021 1.27896
C 0.68393 4.00172 1.08834
C -0.17079 3.82309 2.30924
C 0.81738 5.27418 0.55079
H 2.21667 6.89453 -2.10817
H 2.26583 7.54298 -0.46959
H 0.72294 7.36305 -1.29277
H 2.79147 4.59364 -2.08483
H 3.11356 2.33684 -2.38408
H 2.23247 1.11587 -1.44431
H 3.73917 1.76142 -0.83056
H -0.98776 3.12551 2.11488
H -0.58816 4.78007 2.62024
H 0.39794 3.40851 3.14103
H 0.31199 6.10124 1.03649
*
```

Summary:
E_tot ... -108020.0954 eV
E_LUMO ... -0.12 eV
Relative energy (zero: lowest compared OMol25 entry of this formula, charge and spin) ... 40.3 kJ/mol
Orbital gap ... 6.9 eV

Per-atom Löwdin charges, elementary charge units:
1. Pd 0.65
2. C -0.04
3. O 0.02
4. C -0.56
5. O -0.05
6. N 0.04
7. N 0.01
8. H 0.10
9. H 0.10
10. H 0.09
11. H 0.13
12. H 0.05
13. H 0.11
14. C -0.02
15. C -0.33
16. C -0.06
17. C -0.07
18. C -0.03
19. C -0.43
20. N -0.02
21. N -0.11
22. Si 0.38
23. C -0.17
24. C -0.18
25. C -0.18
26. H 0.09
27. H 0.07
28. H 0.07
29. H 0.10
30. H 0.11
31. H 0.09
32. H 0.02
33. H 0.03
34. H 0.03
35. H 0.02
36. H 0.02
37. H 0.02
38. H 0.02
39. H 0.01
40. H 0.03
41. C -0.06
42. C -0.27
43. C -0.02
44. C -0.31
45. C -0.08
46. C -0.54
47. Se 0.76
48. C -0.33
49. C -0.10
50. C -0.02
51. H 0.07
52. H 0.08
53. H 0.08
54. H 0.11
55. H 0.07
56. H 0.02
57. H 0.09
58. H 0.07
59. H 0.07
60. H 0.07
61. H 0.12

Molecular formula: C20H33BiCl2N4O3
Method: DFT, ωB97M-V with the def2-TZVPD basis set

```
! wB97M-V def2-TZVPD RIJCOSX def2/J DEFGRID3
* xyz 0 1
O 3.13613 1.16123 -2.64812
C 1.97978 1.70440 -2.86756
C 1.89289 3.18588 -2.47979
C 1.49135 3.55835 -1.19929
H 1.30669 2.77793 -0.45153
C 1.26015 4.91491 -0.91727
H 0.89097 5.19119 0.07235
C 1.47074 5.88092 -1.90968
H 1.22846 6.92557 -1.70612
C 1.97922 5.50087 -3.15734
H 2.18075 6.24349 -3.92913
C 2.20310 4.14750 -3.43422
H 2.57651 3.80968 -4.40824
H 2.06033 1.69445 -3.97132
C 0.61573 -0.46801 -3.28639
C 0.55478 0.86451 -2.62906
H 0.37773 -0.39965 -4.36806
H -0.08596 -1.19967 -2.84364
H 1.63743 -0.86909 -3.20588
C -0.59984 1.55099 -2.35927
C -1.88689 1.40414 -3.11362
H -0.57351 2.39041 -1.66481
H -1.88238 2.03083 -4.02155
H -2.72909 1.73460 -2.49162
H -2.07688 0.36611 -3.42166
Bi -1.04066 -0.21939 -0.26971
Cl -2.41846 1.77273 0.57669
Cl -2.81180 -1.57647 -1.44418
C -3.16818 -1.21563 1.98363
O -1.93339 -1.35982 1.71435
N -3.86074 -2.11032 2.67109
C -3.28326 -3.36833 3.13775
C -5.30038 -1.95288 2.85257
H -3.71984 -0.31868 1.66022
H -2.19486 -3.34051 3.05783
H -3.68551 -4.20699 2.55406
H -3.58611 -3.52238 4.17934
H -5.58085 -0.94311 2.53740
H -5.56005 -2.10350 3.90690
H -5.85198 -2.69086 2.25338
H 2.25075 -5.08285 -0.52637
H 4.62190 -3.47522 -0.34929
C 2.08655 -4.37095 -1.34746
C 4.09712 -2.91553 -1.13770
N 2.65283 -3.06743 -1.01722
H 1.01471 -4.27402 -1.53659
C 1.89979 -2.09516 -0.49472
O 0.64478 -2.17214 -0.43136
H 4.34824 -1.85239 -1.05788
H 2.45658 -1.21054 -0.13388
H 2.60313 -4.74914 -2.23429
H 4.42189 -3.30412 -2.11013
C 1.10407 -0.61716 4.89805
N 0.18992 0.09906 4.00828
C -0.93700 0.84175 4.58668
C 0.47618 0.23759 2.74544
N 0.71992 0.38464 1.59783
H 0.69955 -0.54286 5.91122
H 2.11305 -0.18126 4.86594
H 1.17737 -1.67449 4.60643
H -0.77198 1.92693 4.50013
H -1.86603 0.59010 4.05763
H -1.01545 0.55976 5.64076
*
```

Summary:
E_tot ... -64260.8029 eV
E_LUMO ... -0.02 eV
Relative energy (zero: lowest compared OMol25 entry of this formula, charge and spin) ... 46.6 kJ/mol
Orbital gap ... 5.7 eV

Per-atom Löwdin charges, elementary charge units:
1. O -0.21
2. C -0.52
3. C -0.18
4. C -0.06
5. H 0.11
6. C -0.09
7. H 0.09
8. C -0.11
9. H 0.09
10. C -0.10
11. H 0.09
12. C -0.04
13. H 0.11
14. H 0.13
15. C -0.09
16. C -0.25
17. H 0.10
18. H 0.04
19. H 0.08
20. C -0.32
21. C -0.14
22. H 0.05
23. H 0.09
24. H 0.05
25. H 0.04
26. Bi 1.37
27. Cl -0.13
28. Cl -0.12
29. C -0.34
30. O -0.26
31. N -0.17
32. C -0.02
33. C -0.03
34. H 0.09
35. H 0.09
36. H 0.10
37. H 0.09
38. H 0.10
39. H 0.09
40. H 0.10
41. H 0.10
42. H 0.09
43. C -0.03
44. C -0.04
45. N -0.18
46. H 0.09
47. C -0.29
48. O -0.21
49. H 0.10
50. H 0.14
51. H 0.09
52. H 0.09
53. C -0.03
54. N -0.19
55. C -0.02
56. C -0.28
57. N 0.08
58. H 0.08
59. H 0.10
60. H 0.09
61. H 0.10
62. H 0.08
63. H 0.09

Molecular formula: C20H33BrFeN3O6
Method: DFT, ωB97M-V with the def2-TZVPD basis set

```
! wB97M-V def2-TZVPD RIJCOSX def2/J DEFGRID3
* xyz 0 6
Fe 0.29980 0.32115 -0.06111
O 2.31117 -0.71931 0.12997
C 2.39748 -1.53455 1.30926
C 1.64468 -0.83100 2.40855
N 0.21082 -0.72570 2.15318
C -0.41372 0.24632 3.04129
C -0.16149 1.65970 2.54209
O -0.56922 2.60700 3.20400
O 0.47312 1.72597 1.41977
C -0.46376 -2.00908 2.06349
C -0.34804 -2.58403 0.66312
O -0.31280 -3.79279 0.48680
O -0.30557 -1.67985 -0.26560
H 2.36900 -1.27152 -0.66922
H 3.43944 -1.64037 1.61262
H 1.99768 -2.52892 1.11188
H 2.03196 0.18503 2.48031
H 1.84826 -1.34693 3.35992
H -0.05676 0.18158 4.07672
H -1.49290 0.09738 3.05104
H -1.53013 -1.85302 2.23626
H -0.10662 -2.74677 2.78983
C -6.03812 4.62841 -1.01684
C -5.13257 4.97358 0.18096
C -4.93544 6.48984 0.22166
C -5.81725 4.53457 1.48459
C -3.82450 4.22164 0.00856
C -3.84115 2.79920 0.04076
C -2.69407 2.12330 -0.17389
Br -2.62879 0.25389 -0.04348
C -1.43487 2.78487 -0.52414
O -0.46807 2.12108 -0.91727
C -1.39655 4.23551 -0.38952
C -2.59585 4.87672 -0.16847
C -0.10580 5.06052 -0.39562
C 1.17376 4.23279 -0.57005
C -0.01079 5.76117 0.97480
C -0.17357 6.09726 -1.52831
H -6.99163 5.15291 -0.91794
H -6.24369 3.55705 -1.07163
H -5.57331 4.93510 -1.95718
H -5.90742 6.97321 0.33513
H -4.48590 6.86433 -0.70156
H -4.31079 6.79322 1.06570
H -6.76094 5.07262 1.59669
H -5.18889 4.75690 2.35011
H -6.04104 3.46653 1.49352
H -4.75246 2.25089 0.23914
H -2.57748 5.95405 -0.09996
H 1.24458 3.44518 0.18153
H 2.02688 4.90377 -0.44860
H 1.23273 3.77737 -1.55974
H -0.04371 5.02442 1.78289
H -0.81690 6.48211 1.12940
H 0.93872 6.29745 1.03769
H -0.23522 5.60303 -2.50150
H 0.73155 6.70810 -1.51234
H -1.03298 6.76454 -1.43098
N 1.35514 -1.49673 -2.44631
N 0.83337 -0.16785 -2.28951
H 1.19087 -1.83192 -3.38733
H 0.78879 -2.06549 -1.81218
H -0.09844 -0.07426 -2.68439
H 1.44600 0.46333 -2.78638
*
```

Summary:
E_tot ... -142461.6974 eV
E_LUMO (spin up / spin down) ... 0.29 / -2.48 eV
Orbital gap (spin up / spin down) ... 8.7 / 5.7 eV

Per-atom Löwdin charges, elementary charge units:
1. Fe 0.78
2. O -0.11
3. C -0.18
4. C -0.16
5. N -0.20
6. C -0.10
7. C -0.63
8. O 0.03
9. O -0.13
10. C -0.10
11. C -0.65
12. O 0.04
13. O -0.22
14. H 0.07
15. H 0.13
16. H 0.12
17. H 0.13
18. H 0.14
19. H 0.14
20. H 0.12
21. H 0.12
22. H 0.14
23. C -0.04
24. C -0.56
25. C -0.06
26. C -0.04
27. C -0.11
28. C -0.06
29. C -0.52
30. Br 1.00
31. C -0.34
32. O -0.07
33. C -0.03
34. C 0.04
35. C -0.52
36. C -0.05
37. C -0.03
38. C -0.04
39. H 0.09
40. H 0.08
41. H 0.09
42. H 0.09
43. H 0.09
44. H 0.09
45. H 0.09
46. H 0.10
47. H 0.08
48. H 0.11
49. H 0.10
50. H 0.07
51. H 0.09
52. H 0.08
53. H 0.09
54. H 0.08
55. H 0.09
56. H 0.09
57. H 0.09
58. H 0.08
59. N -0.04
60. N -0.08
61. H 0.08
62. H 0.05
63. H 0.09
64. H 0.10